{"formula": "C18H58N2O12", "method": "wB97M-V/def2-TZVPD", "spin_multiplicity": 1, "homo_energy_ev": -8.4, "relative_energy_kj_mol": 136.1, "smiles": "CC1(C)CCCC(C)(C)N1O.CC1(C)CCCC(C)(C)N1O.O.O.O.O.O.O.O.O.O.O", "energy_ha": -1732.8702, "max_force_ev_per_a": 2.893, "lumo_energy_ev": -0.3444, "orbital_gap_ev": 8.01, "species": ["C", "C", "C", "C", "C", "C", "C", "C", "C", "N", "O", "H", "H", "H", "H", "H", "H", "H", "H", "H", "H", "H", "H", "H", "H", "H", "H", "H", "H", "H", "C", "C", "C", "C", "C", "C", "C", "C", "C", "N", "O", "H", "H", "H", "H", "H", "H", "H", "H", "H", "H", "H", "H", "H", "H", "H", "H", "H", "H", "H", "O", "H", "H", "O", "H", "H", "O", "H", "H", "O", "H", "H", "O", "H", "H", "O", "H", "H", "O", "H", "H", "O", "H", "H", "O", "H", "H", "O", "H", "H"], "xyz": [[2.31596, -0.14002, 1.66953], [2.29658, 1.43948, 1.73682], [1.53734, 1.97769, 0.44107], [1.30704, 1.89709, 2.91878], [2.05983, 1.81743, 4.25144], [3.42183, 2.60951, 4.29257], [4.32328, 2.22677, 3.09584], [5.43333, 3.30673, 3.10486], [4.87058, 0.82223, 3.42669], [3.57570, 2.27907, 1.79487], [4.46516, 2.01502, 0.69914], [3.33526, -0.52131, 1.73072], [1.72823, -0.54622, 2.49276], [1.86623, -0.62351, 0.80231], [2.02732, 1.67958, -0.48584], [0.56351, 1.48860, 0.46395], [1.32008, 3.04291, 0.36236], [0.91819, 2.88420, 2.66880], [0.46727, 1.20478, 2.97873], [1.44456, 2.35612, 4.97209], [2.14130, 0.76261, 4.51378], [3.87986, 2.34388, 5.24534], [3.31120, 3.68134, 4.45699], [5.87799, 3.40078, 4.09559], [5.05414, 4.30127, 2.86988], [6.21067, 3.06153, 2.38117], [4.02651, 0.17598, 3.66755], [5.52920, 0.90550, 4.29119], [5.45301, 0.49466, 2.56553], [4.08172, 2.53261, -0.01267], [-2.17908, -0.02630, -0.91485], [-3.11670, 0.22475, 0.25679], [-2.15351, 0.92846, 1.29926], [-4.18022, 1.19411, -0.39200], [-5.40397, 1.45217, 0.52816], [-5.97734, 0.02735, 0.95296], [-4.97294, -0.86575, 1.61441], [-4.61746, -0.33465, 3.04382], [-5.63081, -2.20378, 1.87544], [-3.81124, -1.04131, 0.72187], [-2.98300, -2.15229, 0.94665], [-1.41601, -0.72383, -0.56945], [-2.74649, -0.36371, -1.78219], [-1.75886, 0.92517, -1.24078], [-1.66859, 1.80945, 0.87877], [-2.49780, 1.17768, 2.30298], [-1.41463, 0.14058, 1.44557], [-3.72216, 2.15471, -0.62765], [-4.66728, 0.77147, -1.27077], [-4.99943, 2.01585, 1.36884], [-6.10950, 2.06842, -0.02912], [-6.41349, -0.63362, 0.20396], [-6.73736, 0.31192, 1.68062], [-5.40124, -0.62795, 3.74222], [-4.47994, 0.74163, 3.14786], [-3.75033, -0.78823, 3.52386], [-5.83576, -2.92046, 1.08016], [-6.60006, -1.97506, 2.31853], [-5.11047, -2.86525, 2.56813], [-3.10982, -2.69109, 0.16230], [1.01965, 0.57259, -6.38463], [1.10031, 0.26000, -7.28574], [0.67137, -0.17646, -5.90103], [3.53591, -1.59982, -1.95888], [3.45199, -0.67731, -2.20010], [4.12548, -1.59802, -1.20479], [-0.61598, 1.54709, -3.77031], [-0.41216, 0.76259, -3.26113], [-0.23174, 2.26569, -3.26812], [2.59219, -4.01104, -1.32721], [3.11305, -3.26816, -1.63231], [1.70557, -3.66169, -1.23731], [2.49978, 0.55935, -4.08347], [1.87692, -0.01438, -3.63726], [2.13880, 0.66728, -4.96339], [-1.98651, -1.98170, -3.97228], [-2.11548, -2.92466, -4.07437], [-2.24214, -1.61165, -4.81724], [1.30437, -1.99128, -6.35462], [2.07444, -2.35359, -6.79275], [1.05315, -2.66073, -5.71825], [0.08669, -2.98324, -0.69503], [-0.76020, -3.38388, -0.89128], [0.19445, -3.10004, 0.24889], [0.84381, -4.10918, -4.45030], [1.57600, -4.69480, -4.25749], [0.10338, -4.69478, -4.60861], [0.63762, -0.86592, -2.68933], [0.82701, -1.28889, -1.85181], [0.45491, -1.59010, -3.28802]], "forces_ev_per_angstrom": [[0.7, 0.5, 0.4], [-1.7, 1.5, -1.4], [0.2, -1.1, 0.4], [2.2, -0.5, -0.6], [-0.1, 1.9, -0.1], [-1.4, -1.3, -0.4], [0.5, 0.7, 0.6], [0.1, -0.5, -0.6], [0.2, 0.9, -0.5], [-1.3, -0.4, 1.5], [-0.3, -0.7, 0.8], [-0.1, 0.0, 0.1], [0.3, 0.0, 0.3], [0.0, 0.6, -0.5], [0.1, -0.2, 0.0], [-0.1, -0.1, -0.2], [0.4, 0.1, 0.6], [0.2, 0.1, 0.3], [0.0, 0.0, -0.4], [-0.2, -0.5, 0.4], [0.3, 0.1, 0.3], [0.5, -0.5, -0.2], [-0.5, 0.2, -0.8], [0.0, -0.3, 0.1], [-0.3, -0.1, -0.2], [0.1, 0.1, 0.1], [0.4, -0.2, -0.1], [0.0, -0.1, 0.0], [-0.1, -0.5, 0.1], [0.0, 0.2, -0.1], [-0.4, -0.6, 0.1], [-0.3, 1.0, -0.3], [-0.6, -1.0, 0.0], [-1.2, -0.3, 1.6], [1.2, -1.8, -0.8], [0.0, 2.2, 0.1], [2.0, -0.7, 1.6], [0.0, -0.1, 0.5], [-0.7, -1.2, 0.5], [-0.6, 2.2, -1.8], [0.3, 0.4, 0.8], [0.2, 0.0, -0.6], [0.2, -0.6, 0.0], [0.3, -0.1, 0.2], [-0.1, -0.1, -0.1], [-0.5, 0.0, -0.2], [0.5, 0.2, 0.2], [0.3, -0.2, -0.2], [0.8, -0.3, -0.4], [-0.6, -0.1, 0.4], [-0.3, -0.1, 0.3], [-0.2, 0.8, -0.7], [-0.3, -0.6, 0.1], [-0.4, 0.2, -0.1], [-0.1, 0.0, -0.3], [0.4, -0.2, -0.6], [0.1, 0.7, -0.9], [-0.1, -0.1, 0.1], [0.3, 0.5, 0.4], [-0.2, 0.0, -0.1], [-0.2, 1.1, -0.2], [0.1, -0.2, -0.1], [-0.1, -0.2, -0.2], [0.2, 0.1, 0.2], [-0.1, 0.4, -0.5], [0.3, 0.1, 0.3], [-0.5, 0.2, -0.2], [0.2, -0.4, 0.3], [0.2, 0.2, 0.0], [0.3, -1.0, 0.1], [-0.1, 0.2, -0.3], [-0.3, 0.1, 0.0], [1.0, 0.2, 0.6], [-0.3, -0.1, 0.3], [0.0, 0.3, -0.6], [0.2, 0.0, 0.2], [-0.1, -0.2, 0.0], [-0.1, 0.3, -0.3], [-0.2, -0.2, -0.3], [0.2, 0.0, -0.1], [0.0, -0.6, 0.4], [0.0, 0.1, -0.1], [-0.2, 0.0, -0.2], [0.1, 0.0, 0.4], [-0.2, 0.3, -0.1], [0.4, -0.1, 0.3], [-0.2, -0.2, -0.1], [-0.1, 0.3, -0.1], [0.0, -0.2, 0.4], [-0.3, -0.4, -0.2]], "mulliken_charge": [-1.533, 1.986, -1.927, -0.865, -0.935, -1.211, 1.532, -1.865, -1.725, 0.212, -0.491, 0.382, 0.338, 0.053, 0.564, 0.067, 0.432, 0.563, 0.037, 0.497, 0.244, 0.429, 0.429, 0.395, 0.446, 0.381, 0.408, 0.437, 0.345, 0.378, -2.285, 1.837, -1.631, -1.235, -0.866, -1.203, 1.677, -1.849, -2.025, 0.398, -0.457, 0.431, 0.540, 0.344, 0.435, 0.304, 0.446, 0.423, 0.461, 0.312, 0.454, 0.471, 0.360, 0.464, 0.333, 0.375, 0.404, 0.449, 0.405, 0.320, -0.634, 0.264, 0.323, -0.657, 0.237, 0.311, -0.617, 0.128, 0.322, -0.681, 0.477, 0.425, -0.708, 0.343, 0.447, -0.527, 0.230, 0.279, -0.578, 0.266, 0.325, -0.673, 0.187, 0.277, -0.558, 0.277, 0.254, 0.122, -0.143, 0.182]}

---

{"formula": "H4O2", "method": "wB97M-V/def2-TZVPD", "spin_multiplicity": 2, "homo_energy_ev": [-18.8, -18.8], "relative_energy_kj_mol": 38.4, "total_charge": 1, "energy_ha": -152.4622, "max_force_ev_per_a": 1.336, "lumo_energy_ev": [-4.8389, -11.4189], "orbital_gap_ev": [13.96, 7.35], "species": ["H", "H", "O", "H", "H", "O"], "xyz": [[-0.49604, 0.33752, -1.75837], [-0.54106, 0.28330, -0.15025], [-1.09843, 0.61334, -1.00863], [0.41524, -1.09542, 1.27327], [1.31250, 0.04637, 0.69664], [0.40779, -0.18511, 0.94734]], "forces_ev_per_angstrom": [[-0.4, 0.2, -0.2], [0.5, -0.4, 1.2], [0.4, -0.2, -0.3], [0.0, 0.0, 0.0], [0.2, -0.1, 0.3], [-0.6, 0.5, -1.0]], "nbo_charge": [0.507, 0.509, -0.140, 0.534, 0.519, -0.929]}

---

{"formula": "C3H5N3O2S2", "method": "wB97M-V/def2-TZVPD", "spin_multiplicity": 1, "homo_energy_ev": -10.3, "relative_energy_kj_mol": 163.9, "smiles": "CS(=O)(=O)Sn1ccnn1", "energy_ha": -1228.3338, "max_force_ev_per_a": 4.899, "lumo_energy_ev": -0.3661, "orbital_gap_ev": 9.95, "species": ["C", "S", "O", "O", "S", "N", "C", "C", "N", "N", "H", "H", "H", "H", "H"], "xyz": [[-1.49417, 1.61413, -0.58830], [-1.75572, 0.05270, 0.28261], [-0.95102, 0.00536, 1.49699], [-3.18314, -0.23065, 0.48350], [-0.90386, -1.46906, -0.87177], [0.61752, -0.87369, -0.34087], [1.56060, -1.59848, 0.37083], [2.61292, -0.73217, 0.40408], [2.22244, 0.42572, -0.23357], [1.05345, 0.24593, -0.69777], [-1.19896, 2.20963, 0.26564], [-0.77783, 1.64008, -1.39117], [-2.40998, 1.95537, -1.03440], [1.22141, -2.51411, 0.77440], [3.38635, -0.73075, 1.07981]], "forces_ev_per_angstrom": [[-0.4, -0.1, 0.3], [-2.0, -0.7, 2.6], [-0.6, 0.8, -1.2], [1.9, 0.6, -1.2], [0.4, 0.5, -0.1], [-0.2, -4.9, 0.3], [-0.9, 1.2, -0.7], [-2.4, 0.3, -0.2], [1.5, -0.2, 0.4], [0.3, 3.5, -1.9], [0.2, 0.5, -0.1], [0.6, -0.5, 0.3], [-0.8, -0.1, 0.3], [0.3, -0.8, 0.4], [2.1, -0.2, 0.8]], "nbo_charge": [-0.850, 1.944, -0.912, -0.902, 0.259, -0.293, -0.086, -0.111, -0.224, -0.083, 0.263, 0.285, 0.253, 0.238, 0.219]}